(1)
99
Properties=species:S:1:pos:R:3:forces:R:3:lowdin_spin:R:1 method="wB97M-V/def2-TZVPD" lumo_energy_ev="0.379 / 0.378" e_tot_ev=-67849.23236 spin_multiplicity=2 charge=0
C 0.176 -2.233 3.721 0.2 0.5 0.4 0.00
C 0.070 -0.819 3.224 -0.5 0.1 -1.3 0.00
Cl 0.572 0.360 4.400 0.0 0.2 -0.1 0.00
C -0.388 -0.449 1.999 0.5 -0.2 1.5 0.00
Cl -0.900 -1.782 0.998 0.1 -0.1 0.1 0.00
C -0.482 0.971 1.436 0.3 0.7 -0.2 0.00
C 0.944 1.598 1.419 0.4 -0.4 -0.2 0.00
C 2.053 0.643 0.928 -0.3 0.8 -0.5 0.00
C 3.083 1.370 0.045 -0.1 0.2 0.1 0.00
C 2.556 1.532 -1.383 -0.2 0.1 0.2 0.00
C 4.449 0.685 0.061 -0.6 0.4 0.1 0.00
C -0.975 1.021 -0.037 -0.5 -0.1 0.3 0.00
C -2.490 1.179 -0.330 -0.2 -0.9 -0.4 0.03
C -3.214 -0.159 -0.630 -0.3 0.6 -0.1 0.01
C -2.603 2.008 -1.618 0.4 -0.3 -0.1 0.02
N -3.225 1.829 0.780 0.7 1.1 -0.8 0.39
O -4.379 2.263 0.456 -0.3 -0.2 0.2 0.49
C -2.437 2.710 1.668 -0.5 0.3 1.0 0.03
C -1.868 3.939 0.959 0.5 -0.3 0.1 0.02
C -3.393 3.213 2.771 0.2 -0.4 -0.4 0.00
C -1.388 1.854 2.357 -0.2 -0.9 -0.3 0.00
H 0.779 -2.232 4.626 0.0 0.0 0.1 0.00
H -0.807 -2.610 3.996 -0.1 -0.2 -0.2 0.00
H 0.687 -2.869 3.010 -0.2 -0.2 -0.2 0.00
H 0.941 2.455 0.746 -0.2 0.1 0.0 0.00
H 1.196 2.004 2.393 0.1 -0.1 0.2 0.00
H 2.548 0.177 1.776 -0.1 -0.3 0.0 0.00
H 1.571 -0.101 0.293 0.2 -0.5 0.2 0.00
H 3.184 2.384 0.444 0.2 0.0 0.2 0.00
H 3.356 1.768 -2.079 0.1 0.0 -0.1 0.00
H 1.822 2.336 -1.447 -0.1 0.1 0.0 0.00
H 2.037 0.628 -1.703 0.2 -0.2 -0.2 0.00
H 4.704 0.449 1.092 0.2 -0.2 0.0 0.00
H 4.410 -0.216 -0.544 0.2 -0.2 0.0 0.00
H 5.202 1.367 -0.328 0.2 -0.1 -0.2 0.00
H -0.482 1.857 -0.521 0.1 0.1 0.1 0.00
H -0.651 0.145 -0.589 0.1 -0.1 0.0 0.00
H -3.803 -0.490 0.219 0.2 -0.3 0.2 0.00
H -2.533 -0.921 -0.980 0.1 -0.2 0.1 0.00
H -3.921 0.011 -1.438 -0.1 -0.1 0.0 0.00
H -2.115 1.416 -2.396 0.0 0.0 -0.1 0.00
H -3.635 2.140 -1.918 -0.1 0.2 0.1 0.00
H -2.063 2.948 -1.561 -0.2 0.2 0.0 0.00
H -1.541 4.634 1.731 0.0 0.1 0.1 0.00
H -2.602 4.435 0.333 -0.1 0.0 -0.1 0.00
H -0.978 3.693 0.383 0.0 0.1 -0.2 0.00
H -2.807 3.502 3.640 0.0 0.1 0.1 0.00
H -4.062 2.402 3.045 -0.2 0.0 0.1 0.00
H -3.968 4.058 2.410 -0.2 0.1 0.1 0.00
H -1.933 1.165 3.002 -0.1 0.1 0.2 0.00
H -0.784 2.473 3.012 0.1 0.2 0.0 0.00
C 7.664 -3.157 -2.683 -0.1 0.0 -0.1 0.00
C 7.084 -1.842 -2.185 0.2 -0.2 0.3 0.00
C 8.031 -1.141 -1.222 -0.1 0.1 0.0 0.00
O 5.820 -2.061 -1.560 -0.1 0.1 -0.2 0.00
H 7.830 -3.840 -1.845 0.1 0.0 0.0 0.00
H 6.972 -3.644 -3.371 0.0 0.0 0.0 0.00
H 8.615 -3.004 -3.195 0.0 0.0 0.0 0.00
H 6.882 -1.189 -3.035 -0.1 0.0 0.0 0.00
H 8.208 -1.765 -0.342 0.0 -0.1 0.0 0.00
H 7.599 -0.202 -0.878 0.0 0.0 0.0 0.00
H 8.993 -0.932 -1.694 0.0 0.0 0.0 0.00
H 5.962 -2.634 -0.800 0.0 0.0 0.1 0.00
C -2.939 -3.861 -4.919 -0.1 0.0 0.0 0.00
C -2.715 -2.555 -4.172 0.2 -0.3 0.1 0.00
C -1.262 -2.394 -3.749 0.0 0.1 0.0 0.00
O -3.569 -2.482 -3.032 -0.1 0.2 -0.1 0.00
H -2.697 -4.713 -4.277 0.1 0.0 0.0 0.00
H -3.984 -3.959 -5.214 0.0 0.0 0.0 0.00
H -2.317 -3.918 -5.814 0.0 0.0 0.0 0.00
H -3.003 -1.718 -4.809 -0.1 0.0 0.1 0.00
H -0.971 -3.201 -3.071 0.0 -0.1 -0.1 0.00
H -1.121 -1.451 -3.217 0.0 0.0 0.0 0.00
H -0.593 -2.410 -4.610 0.0 0.0 0.0 0.00
H -3.342 -3.209 -2.444 0.0 -0.1 0.0 0.00
C -5.659 6.853 0.111 0.1 0.1 0.0 0.00
C -5.933 6.053 -1.154 -0.1 -0.2 0.3 0.00
C -7.301 5.389 -1.108 0.0 0.0 -0.1 0.00
O -4.916 5.075 -1.348 0.1 0.1 -0.1 0.00
H -5.666 6.195 0.985 -0.1 0.0 0.0 0.00
H -4.676 7.323 0.061 0.0 0.0 0.0 0.00
H -6.409 7.631 0.261 0.0 0.0 0.0 0.00
H -5.878 6.714 -2.021 0.1 0.0 0.0 0.00
H -7.354 4.688 -0.270 0.0 0.0 0.0 0.00
H -7.480 4.821 -2.021 0.0 0.0 0.0 0.00
H -8.097 6.126 -0.993 0.0 0.0 0.0 0.00
H -4.941 4.466 -0.598 0.0 -0.2 0.0 0.00
C 4.065 -6.027 3.222 0.1 0.1 0.1 0.00
C 2.661 -5.453 3.340 0.1 -0.3 -0.3 0.00
C 1.602 -6.499 3.027 -0.1 0.1 0.0 0.00
O 2.513 -4.326 2.476 0.0 0.1 0.2 0.00
H 4.249 -6.374 2.201 -0.1 -0.1 0.0 0.00
H 4.810 -5.265 3.449 0.0 0.0 0.0 0.00
H 4.207 -6.869 3.901 0.0 0.0 0.0 0.00
H 2.508 -5.071 4.350 0.0 0.1 0.0 0.00
H 1.714 -6.859 2.001 0.1 0.0 0.0 0.00
H 0.603 -6.070 3.117 0.0 0.0 0.0 0.00
H 1.676 -7.353 3.702 0.0 0.0 0.0 0.00
H 2.642 -4.628 1.571 0.0 0.0 -0.1 0.00

---

(2)
22
Properties=species:S:1:pos:R:3:forces:R:3:lowdin_charge:R:1 method="wB97M-V/def2-TZVPD" smiles="CN1C=C[C@@](OB(O)O)(C(F)(F)F)N1" lumo_energy_ev=0.024 e_tot_ev=-23267.13698 spin_multiplicity=1 charge=0
C 3.113 -0.981 0.518 1.2 1.3 -1.1 -0.08
N 1.958 -0.154 0.299 0.2 0.4 -1.1 -0.26
C 1.501 0.196 -1.016 -0.8 -1.7 2.9 -0.03
C 0.159 0.232 -1.047 1.7 0.1 -0.8 -0.01
C -0.466 -0.260 0.246 3.3 0.8 -1.6 -0.29
O -1.206 0.725 0.842 -1.7 0.0 1.7 0.18
B -2.227 1.451 0.236 1.5 -0.8 0.6 -0.89
O -2.324 1.412 -1.075 0.2 0.4 -3.6 0.22
O -3.056 2.246 0.885 -0.3 0.6 3.2 0.26
C -1.160 -1.590 0.097 1.4 -0.4 0.9 -0.61
F -0.234 -2.559 -0.084 -0.2 0.1 -0.5 0.14
F -1.740 -1.850 1.246 -1.2 -0.6 1.0 0.19
F -2.041 -1.669 -0.879 -0.5 0.1 -0.5 0.20
N 0.943 -0.466 1.190 -5.3 1.3 -1.2 0.12
H 3.594 -0.855 -0.489 0.4 -0.9 1.1 0.08
H 3.732 -0.395 1.239 0.0 -1.1 -0.2 0.08
H 2.924 -2.037 0.825 0.0 0.8 -0.4 0.09
H 2.208 0.207 -1.831 0.1 0.6 0.1 0.12
H -0.256 0.726 -1.911 -0.8 -0.7 0.2 0.11
H -2.563 2.281 -1.434 -0.2 -0.7 -0.1 0.14
H -3.435 2.978 0.430 -0.5 0.5 -0.5 0.10
H 0.576 0.364 1.715 1.7 -0.4 0.1 0.13

---

(3)
21
Properties=species:S:1:pos:R:3:forces:R:3:lowdin_charge:R:1 method="wB97M-V/def2-TZVPD" lumo_energy_ev="-0.196 / -0.194" e_tot_ev=-22047.00160 spin_multiplicity=1 charge=0
C -3.430 -1.042 -1.716 -0.1 -0.2 0.3 -0.49
C 0.423 0.829 -1.156 0.1 -0.1 -0.2 -0.04
C 1.132 0.149 1.078 0.5 -0.2 0.4 -0.09
C 1.640 0.330 -0.355 -0.3 0.6 0.2 -0.16
C -0.719 0.475 -0.275 -3.5 1.2 -0.6 -0.10
N 2.097 -0.968 -0.962 0.0 0.2 0.2 -0.38
N -2.165 1.259 -0.575 3.5 -0.6 0.9 -0.22
N -0.314 0.185 0.940 0.0 0.2 -0.5 0.09
O -4.543 -0.820 -1.530 -1.5 0.3 0.0 0.19
O -2.363 -1.453 -1.840 1.4 -0.6 -0.3 0.19
O 2.083 -1.963 -0.283 0.1 -0.5 0.1 0.10
O 2.454 -0.895 -2.110 0.2 -0.1 -0.4 0.10
O -2.717 1.136 -1.674 -0.2 0.2 -0.2 -0.11
O -2.977 0.959 0.563 -0.2 -0.3 0.7 -0.03
H 0.450 1.910 -1.311 0.0 -0.1 0.1 0.14
H 0.349 0.364 -2.142 0.0 0.1 0.1 0.13
H 1.448 -0.822 1.473 0.0 0.3 0.0 0.12
H 1.486 0.941 1.744 0.0 0.0 -0.1 0.13
H 2.493 1.005 -0.439 -0.1 -0.2 0.0 0.16
H -0.945 -0.049 1.688 -0.2 -0.1 0.0 0.16
H -3.886 0.819 0.251 0.2 0.0 -0.4 0.09